Computed, not measured: a structure of composition C38H48BrF2O3P2RuSe2 in a non-equilibrium geometry, with ωB97M-V with the def2-TZVPD basis set.

Atoms and positions in Å:
Ru1 1.64 -0.36 0.82
Se1 4.10 -0.02 0.59
P1 3.19 0.21 2.48
Se2 0.51 -0.39 2.91
C1 3.89 -1.03 3.61
C2 3.12 -1.73 4.53
C3 3.73 -2.61 5.41
C4 5.10 -2.80 5.38
C5 5.87 -2.11 4.45
C6 5.27 -1.22 3.57
C7 3.69 1.81 3.14
C8 4.04 2.85 2.28
C9 4.38 4.08 2.82
C10 4.35 4.28 4.20
C11 3.97 3.25 5.04
C12 3.63 2.01 4.51
H1 2.05 -1.60 4.54
H2 3.12 -3.16 6.12
H3 5.57 -3.49 6.06
H4 6.94 -2.26 4.41
H5 5.87 -0.69 2.85
H6 4.06 2.70 1.22
H7 4.68 4.89 2.17
H8 4.61 5.25 4.61
H9 3.94 3.40 6.11
H10 3.34 1.20 5.17
Br1 1.88 -0.32 -1.84
C13 2.54 1.41 -2.33
C14 3.26 1.42 -3.52
C15 3.78 2.61 -3.98
C16 3.58 3.77 -3.26
C17 2.83 3.74 -2.10
C18 2.28 2.56 -1.60
C19 1.43 2.69 -0.33
O1 0.74 3.71 -0.25
O2 1.56 1.79 0.55
H11 3.41 0.49 -4.07
H12 4.35 2.62 -4.91
H13 3.99 4.71 -3.61
H14 2.63 4.65 -1.54
O3 -0.46 -0.31 0.09
P2 -1.74 -0.59 -0.69
C20 -1.59 0.26 -2.30
C21 -2.78 0.22 -3.28
C22 -2.63 1.32 -4.33
C23 -2.66 2.73 -3.72
C24 -2.26 2.72 -2.24
C25 -1.14 1.71 -2.00
C26 -3.11 0.16 0.25
C27 -3.05 -0.30 1.73
C28 -3.98 -1.47 2.03
C29 -5.45 -1.18 1.65
C30 -5.58 0.05 0.75
C31 -4.52 0.04 -0.35
C32 -1.88 -2.42 -0.75
C33 -0.73 -3.02 -1.58
C34 -1.06 -3.16 -3.06
C35 -2.36 -3.93 -3.28
C36 -3.52 -3.28 -2.52
C37 -3.19 -3.16 -1.04
H15 -0.76 -0.27 -2.76
H16 -3.73 0.35 -2.77
H17 -2.81 -0.74 -3.78
H18 -3.43 1.22 -5.07
H19 -1.69 1.16 -4.87
H20 -3.65 3.17 -3.83
H21 -1.96 3.38 -4.26
H22 -3.12 2.46 -1.62
H23 -1.93 3.71 -1.93
H24 -0.77 1.80 -0.98
H25 -0.30 1.97 -2.65
H26 -2.80 1.21 0.23
H27 -3.33 0.55 2.37
H28 -2.03 -0.55 1.99
H29 -3.91 -1.70 3.10
H30 -3.62 -2.36 1.50
H31 -6.05 -1.04 2.55
H32 -5.87 -2.05 1.13
H33 -5.48 0.96 1.34
H34 -6.58 0.07 0.30
H35 -4.71 0.88 -1.03
H36 -4.63 -0.87 -0.94
H37 -1.63 -2.59 0.31
H38 -0.51 -4.01 -1.17
H39 0.17 -2.42 -1.44
H40 -0.24 -3.68 -3.56
H41 -1.14 -2.18 -3.53
H42 -2.24 -4.96 -2.92
H43 -2.59 -3.98 -4.35
H44 -4.43 -3.87 -2.65
H45 -3.72 -2.29 -2.94
H46 -3.06 -4.18 -0.64
H47 -4.02 -2.72 -0.50
F1 0.65 -3.07 1.21
C38 1.81 -2.38 0.87
F2 2.74 -2.84 1.80
H48 2.15 -2.82 -0.08

Frontier orbital gap (spin up / spin down) (eV): 7.010 / 6.275
Relative energy (zero: lowest compared OMol25 entry of this formula, charge and spin) (eV): 2.3740
Multiplicity: 2
HOMO (spin up / spin down) (Ha): -0.2829 / -0.2735
LUMO level (spin up / spin down) (Ha): -0.0253 / -0.0429

Computed, not measured: a structure of composition C38H48BrIrN2O2P2, with ωB97M-V with the def2-TZVPD basis set.

Atoms and positions in Å:
Ir1 0.54 -0.91 -0.02
C1 1.54 3.65 0.84
C2 0.23 2.87 0.68
C3 -0.95 3.72 1.16
P1 0.31 1.15 1.38
C4 1.14 1.17 3.04
C5 2.65 1.01 2.87
C6 0.83 2.32 4.00
C7 -1.44 0.75 1.73
C8 -2.11 0.88 2.94
C9 -3.43 0.45 3.09
C10 -4.14 0.58 4.42
C11 -4.07 -0.10 1.99
C12 -3.42 -0.26 0.78
C13 -2.09 0.14 0.64
N1 -1.35 -0.12 -0.53
C14 -1.36 0.91 -1.46
C15 -2.40 1.83 -1.59
C16 -2.34 2.85 -2.53
C17 -1.26 3.01 -3.39
C18 -1.21 4.12 -4.41
C19 -0.23 2.09 -3.28
C20 -0.26 1.07 -2.34
P2 0.98 -0.20 -2.11
C21 0.68 -1.36 -3.52
C22 1.27 -0.89 -4.85
C23 -0.83 -1.57 -3.70
C24 2.66 0.45 -2.44
C25 3.02 1.56 -1.47
C26 3.68 -0.69 -2.37
H1 1.55 4.49 0.14
H2 2.42 3.05 0.64
H3 1.63 4.07 1.84
H4 0.08 2.67 -0.39
H5 -0.84 4.00 2.21
H6 -1.90 3.21 1.04
H7 -0.99 4.64 0.57
H8 0.75 0.24 3.48
H9 3.11 1.95 2.54
H10 2.92 0.24 2.15
H11 3.11 0.75 3.83
H12 1.37 3.22 3.72
H13 1.18 2.05 5.00
H14 -0.22 2.57 4.07
H15 -1.61 1.29 3.80
H16 -3.49 1.04 5.16
H17 -4.44 -0.40 4.80
H18 -5.04 1.19 4.33
H19 -5.10 -0.44 2.09
H20 -3.91 -0.73 -0.06
H21 -3.27 1.77 -0.94
H22 -3.17 3.55 -2.59
H23 -2.03 4.82 -4.26
H24 -1.28 3.73 -5.43
H25 -0.28 4.68 -4.34
H26 0.64 2.19 -3.92
H27 1.14 -2.31 -3.23
H28 0.85 0.08 -5.13
H29 0.99 -1.60 -5.63
H30 2.36 -0.82 -4.85
H31 -1.28 -0.67 -4.13
H32 -1.34 -1.79 -2.76
H33 -1.00 -2.40 -4.39
H34 2.64 0.87 -3.46
H35 3.06 1.16 -0.45
H36 2.29 2.37 -1.51
H37 4.01 1.97 -1.71
H38 3.70 -1.12 -1.37
H39 4.68 -0.30 -2.59
H40 3.47 -1.49 -3.09
O1 3.62 -2.58 2.13
C27 2.58 -2.19 1.66
O2 2.44 -1.57 0.54
C28 1.29 -2.44 2.42
C29 1.30 -3.20 3.57
C30 0.10 -3.46 4.21
C31 -1.07 -2.98 3.65
C32 -1.00 -2.22 2.50
N2 0.16 -1.93 1.90
H41 2.25 -3.56 3.93
H42 0.07 -4.06 5.11
H43 -2.04 -3.18 4.09
H44 -1.90 -1.84 2.03
Br1 -0.64 -7.31 -1.80
C33 -0.30 -5.49 -1.38
C34 -1.35 -4.66 -1.03
C35 -1.08 -3.33 -0.72
C36 0.21 -2.80 -0.75
C37 1.24 -3.68 -1.10
C38 1.00 -5.01 -1.42
H45 -2.36 -5.04 -1.00
H46 -1.92 -2.68 -0.47
H47 2.26 -3.32 -1.13
H48 1.81 -5.67 -1.69

Frontier orbital gap (eV): 7.422
Relative energy (zero: lowest compared OMol25 entry of this formula, charge and spin) (eV): 0.2660
HOMO (Ha): -0.2660
LUMO level (Ha): 0.0067

Computed, not measured: a structure of composition C38H48N3ORuSTe in a non-equilibrium geometry, with ωB97M-V with the def2-TZVPD basis set.

Atoms and positions in Å:
Ru1 1.24 0.33 -0.32
C1 3.99 -2.55 0.34
C2 2.82 -2.35 -0.62
C3 3.28 -2.58 -2.06
C4 1.67 -3.26 -0.25
C5 1.95 -4.62 -0.21
C6 0.99 -5.55 0.12
C7 -0.25 -5.11 0.53
C8 -0.58 -3.77 0.54
C9 -1.91 -3.35 1.14
C10 -3.10 -3.89 0.36
C11 -2.00 -3.81 2.60
C12 0.37 -2.83 0.06
N1 -0.06 -1.51 -0.14
C13 -1.18 -1.38 -0.79
C14 -2.03 -0.24 -0.94
C15 -3.27 -0.49 -1.57
C16 -4.26 0.45 -1.67
C17 -4.04 1.72 -1.13
C18 -2.85 2.02 -0.53
C19 -1.79 1.08 -0.43
N2 -0.62 1.46 0.09
C20 -0.53 2.59 0.89
C21 0.08 3.79 0.47
C22 0.23 4.83 1.39
C23 -0.25 4.73 2.68
C24 -0.93 3.59 3.06
C25 -1.09 2.52 2.20
C26 -1.89 1.32 2.65
C27 -3.38 1.69 2.70
C28 -1.46 0.79 4.02
C29 0.56 4.09 -0.94
C30 -0.43 3.71 -2.04
C31 1.91 3.43 -1.22
H1 4.78 -1.83 0.14
H2 4.41 -3.55 0.24
H3 3.65 -2.43 1.37
H4 2.47 -1.29 -0.53
H5 3.70 -3.58 -2.18
H6 4.05 -1.86 -2.34
H7 2.45 -2.49 -2.76
H8 2.95 -4.97 -0.46
H9 1.21 -6.61 0.08
H10 -0.99 -5.84 0.85
H11 -1.97 -2.26 1.15
H12 -3.18 -4.97 0.46
H13 -3.02 -3.67 -0.70
H14 -4.02 -3.45 0.73
H15 -1.99 -4.89 2.68
H16 -2.92 -3.44 3.04
H17 -1.16 -3.41 3.18
H18 -1.58 -2.27 -1.28
H19 -3.44 -1.48 -1.98
H20 -5.19 0.22 -2.16
H21 -4.81 2.48 -1.20
H22 -2.66 3.01 -0.14
H23 0.71 5.74 1.08
H24 -0.12 5.55 3.37
H25 -1.36 3.55 4.04
H26 -1.75 0.51 1.93
H27 -3.55 2.48 3.43
H28 -3.98 0.83 2.97
H29 -3.72 2.05 1.73
H30 -1.52 1.55 4.79
H31 -0.43 0.43 3.96
H32 -2.10 -0.04 4.30
H33 0.71 5.17 -1.00
H34 -0.47 2.63 -2.18
H35 -0.12 4.15 -2.99
H36 -1.43 4.08 -1.81
H37 1.80 2.32 -1.14
H38 2.65 3.76 -0.49
H39 2.27 3.67 -2.22
N3 2.19 0.75 4.17
C32 2.01 0.72 2.83
O1 1.25 -0.08 2.30
C33 2.81 1.72 2.03
C34 3.20 1.06 0.72
H40 1.72 0.08 4.77
H41 2.79 1.42 4.61
H42 3.69 2.04 2.61
H43 2.18 2.60 1.86
H44 3.74 0.13 0.95
H45 3.85 1.71 0.13
Te1 0.56 -0.26 -2.92
C35 1.06 0.00 -4.97
C36 0.43 0.79 -5.89
C37 0.81 0.53 -7.22
C38 1.72 -0.48 -7.31
S1 2.13 -1.10 -5.76
H46 -0.29 1.53 -5.61
H47 0.42 1.06 -8.07
H48 2.18 -0.89 -8.19

Frontier orbital gap (spin up / spin down) (eV): 6.904 / 5.973
Relative energy (zero: lowest compared OMol25 entry of this formula, charge and spin) (eV): 1.1251
Multiplicity: 6
HOMO (spin up / spin down) (Ha): -0.2534 / -0.2687
LUMO level (spin up / spin down) (Ha): 0.0003 / -0.0492

Computed, not measured: a cluster of 8 separate species, C38H48O10 in total in a non-equilibrium geometry, with ωB97M-V with the def2-TZVPD basis set.

Atoms and positions in Å:
C1 5.29 0.09 2.68
C2 5.89 -1.05 2.11
C3 5.22 -1.81 1.23
C4 3.87 -1.54 0.92
C5 3.28 -0.47 1.50
C6 3.95 0.36 2.40
H1 5.78 0.80 3.34
H2 6.94 -1.21 2.32
H3 5.69 -2.67 0.76
H4 3.39 -2.05 0.09
H5 2.26 -0.29 1.17
H6 3.34 1.18 2.76
C7 2.91 4.51 -5.94
C8 2.11 5.15 -5.03
C9 1.41 4.46 -4.10
C10 1.47 3.09 -4.08
C11 2.32 2.41 -4.92
C12 3.07 3.15 -5.83
H7 3.54 5.05 -6.64
H8 1.95 6.22 -5.01
H9 0.78 4.93 -3.36
H10 0.96 2.51 -3.32
H11 2.31 1.36 -4.65
H12 3.83 2.69 -6.44
C13 -0.90 0.15 -0.50
C14 -1.80 0.40 0.53
C15 -1.58 1.39 1.46
C16 -0.34 1.98 1.56
C17 0.58 1.57 0.68
C18 0.27 0.73 -0.39
H13 -1.13 -0.48 -1.35
H14 -2.78 -0.05 0.59
H15 -2.34 1.59 2.20
H16 -0.22 2.52 2.49
H17 1.54 2.04 0.79
H18 1.03 0.63 -1.15
O1 -3.58 -3.11 -1.31
C19 -2.52 -3.43 -0.69
O2 -2.31 -2.84 0.49
C20 -1.07 -3.25 1.05
C21 -0.36 -4.01 0.01
C22 -1.45 -4.50 -0.93
H19 -1.25 -3.84 1.95
H20 -0.42 -2.40 1.27
H21 0.16 -4.91 0.35
H22 0.37 -3.39 -0.50
H23 -1.78 -5.45 -0.49
H24 -1.29 -4.66 -2.00
O3 -4.35 1.16 -6.15
C23 -4.15 0.64 -5.08
O4 -3.70 -0.63 -4.96
C24 -3.60 -1.12 -3.61
C25 -4.37 -0.25 -2.82
C26 -4.40 1.08 -3.67
H25 -2.57 -0.95 -3.30
H26 -3.75 -2.18 -3.43
H27 -3.96 -0.19 -1.81
H28 -5.34 -0.71 -2.64
H29 -3.63 1.82 -3.46
H30 -5.43 1.38 -3.81
O5 2.87 5.07 4.32
C27 2.05 4.47 4.96
O6 2.25 3.23 5.55
C28 1.02 2.69 6.08
C29 -0.05 3.60 5.66
C30 0.64 4.90 5.27
H31 1.17 2.80 7.15
H32 0.91 1.66 5.74
H33 -0.75 3.72 6.48
H34 -0.59 3.38 4.74
H35 0.72 5.64 6.07
H36 0.16 5.34 4.40
O7 -0.20 -0.15 -3.79
C31 0.17 -1.30 -3.85
O8 1.22 -1.70 -3.13
C32 1.67 -2.94 -3.56
C33 0.80 -3.28 -4.81
C34 -0.42 -2.42 -4.69
H37 1.49 -3.70 -2.80
H38 2.72 -2.74 -3.73
H39 0.71 -4.36 -4.92
H40 1.30 -2.90 -5.70
H41 -1.20 -2.81 -4.03
H42 -0.89 -2.20 -5.64
O9 -4.38 -3.14 4.78
C35 -3.38 -2.48 5.02
O10 -2.74 -2.50 6.16
C36 -1.56 -1.64 6.17
C37 -1.75 -0.86 4.94
C38 -2.62 -1.66 4.02
H43 -0.69 -2.29 6.17
H44 -1.65 -1.07 7.09
H45 -0.78 -0.79 4.46
H46 -2.18 0.11 5.19
H47 -1.98 -2.28 3.40
H48 -3.22 -0.98 3.42

Frontier orbital gap (spin up / spin down) (eV): 1.739 / 9.283
Multiplicity: 2
Total charge: -1
HOMO (spin up / spin down) (Ha): 0.0103 / -0.2674
LUMO level (spin up / spin down) (Ha): 0.0742 / 0.0738